#P
DFT (ωB97M-V/def2-TZVPD) results for the ion C5H10NO with charge +1.

Summary:
Structure (SMILES): O[C@H]1[NH2+][C@@H]1C1CC1
Lowest unoccupied orbital energy in eV: -3.203
HOMO energy in eV: -14.303
Gap between HOMO and LUMO in eV: 11.1
Total charge: +1

The geometry in XYZ format:
```
17
C5H10NO (ωB97M-V/def2-TZVPD)
O -2.865 -0.113 0.937
C -1.974 0.165 -0.035
N -1.272 1.453 0.341
C -0.398 0.169 0.469
C 0.646 -0.317 -0.541
C 2.126 -0.101 -0.173
C 1.459 -1.478 -0.033
H -3.579 -0.682 0.637
H -2.166 0.044 -1.127
H -1.623 1.775 1.326
H -1.112 2.213 -0.339
H -0.148 -0.184 1.538
H 0.373 -0.391 -1.522
H 2.480 0.406 0.708
H 2.809 -0.199 -0.984
H 1.747 -2.107 -0.776
H 1.215 -2.093 0.877
```

Here are the Mulliken charges for atoms 1 to 2, given in e:
1. O -0.485
2. C -0.033

***

#Q
DFT (ωB97M-V/def2-TZVPD) results for a cluster of 2 separate species, C5H10NO in total.

Summary:
Lowest unoccupied orbital energy in eV: -4.571
HOMO energy in eV: -13.100
Gap between HOMO and LUMO in eV: 8.5
Total charge: +1

The geometry in XYZ format:
```
17
C5H10NO (ωB97M-V/def2-TZVPD)
C -0.130 -2.334 2.629
C -0.178 -1.233 1.893
C -0.933 -1.200 0.590
C -0.903 0.567 -2.031
C 1.202 1.771 -1.156
N -0.192 1.675 -1.512
O -0.796 -0.226 -0.232
H 0.702 -2.523 3.309
H -0.706 -3.223 2.379
H 0.295 -0.359 2.345
H -1.325 -2.158 0.389
H -0.285 -0.200 -2.616
H 1.894 1.551 -1.909
H 1.547 2.715 -0.726
H 1.204 0.833 -0.464
H -0.561 2.350 -2.259
H -0.835 1.995 -0.629
```

Here are the Mulliken charges for atoms 1 to 2, given in e:
1. C -0.683
2. C 0.074

***

Energetically preferred structure: #P | next structure: +3.264 eV

***

#P
DFT (ωB97M-V/def2-TZVPD) results for the ion C5H10NO with charge +1.

Summary:
Lowest unoccupied orbital energy (alpha / beta) in eV: -4.423 / -4.759
HOMO energy (alpha / beta) in eV: -13.111 / -13.116
Gap between HOMO and LUMO (alpha / beta) in eV: 8.7 / 8.4
Total charge: +1

The geometry in XYZ format:
```
17
C5H10NO (ωB97M-V/def2-TZVPD)
C 0.714 1.358 -0.389
C -0.562 1.353 -0.580
C -0.938 -0.252 1.316
C 1.308 0.295 0.349
C -1.388 0.203 -0.008
N 1.420 -1.030 -0.388
O -1.211 -0.883 -1.016
H 1.480 2.248 -0.517
H -0.970 2.167 -1.132
H -1.163 -1.238 1.594
H -0.754 0.312 2.209
H 2.245 0.467 0.914
H -2.387 0.474 0.070
H 1.818 -1.788 0.145
H 1.891 -0.909 -1.204
H 0.288 -1.078 -0.606
H -1.792 -1.698 -0.756
```

Here are the Mulliken charges for atoms 1 to 2, given in e:
1. C 0.050
2. C -0.426

***

#Q
DFT (ωB97M-V/def2-TZVPD) results for a cluster of 2 separate species, C5H10NO in total.

Summary:
Lowest unoccupied orbital energy in eV: -5.786
HOMO energy in eV: -12.317
Gap between HOMO and LUMO in eV: 6.5
Total charge: +1

The geometry in XYZ format:
```
17
C5H10NO (ωB97M-V/def2-TZVPD)
C -1.186 -0.835 1.635
C -1.830 -0.325 0.570
C 0.909 -1.622 2.551
N 0.198 -0.945 1.692
H -1.679 -1.354 2.478
H -1.396 -0.245 -0.409
H -2.883 -0.091 0.618
H 1.929 -1.899 2.318
H 0.405 -1.931 3.477
H 0.711 -0.478 0.931
C 0.139 1.363 -1.358
C 0.653 1.465 -2.607
O 1.952 1.056 -2.891
H -0.880 1.668 -1.144
H 0.791 1.014 -0.576
H 0.129 1.868 -3.456
H 2.036 1.291 -3.828
```

Here are the Mulliken charges for atoms 1 to 2, given in e:
1. C 0.062
2. C -0.725

***

#R
DFT (ωB97M-V/def2-TZVPD) results for a cluster of 2 separate species, C5H10NO in total.

Summary:
Lowest unoccupied orbital energy (alpha / beta) in eV: -4.434 / -4.433
HOMO energy (alpha / beta) in eV: -12.175 / -12.177
Gap between HOMO and LUMO (alpha / beta) in eV: 7.7 / 7.7
Total charge: +1

The geometry in XYZ format:
```
17
C5H10NO (ωB97M-V/def2-TZVPD)
C 0.995 -2.218 -1.057
C 0.826 -0.886 -1.022
C -0.537 -0.291 1.694
C -0.320 1.891 1.076
C -0.420 -0.239 -0.958
N -0.376 1.123 -1.054
O -1.001 0.869 1.520
H 1.873 -2.752 -1.326
H 0.045 -2.824 -0.837
H 1.691 -0.238 -1.310
H -1.148 -1.167 2.002
H 0.566 -0.534 2.037
H 0.655 1.923 1.456
H -0.791 2.822 1.331
H -1.496 -0.652 -0.958
H -1.137 1.560 -1.386
H 0.578 1.613 -1.210
```

Here are the Mulliken charges for atoms 1 to 2, given in e:
1. C -0.710
2. C -0.154

***

Energetically preferred structure: #Q | next structure: +1.650 eV

***

#P
DFT (ωB97M-V/def2-TZVPD) results for the ion C5H10NO with charge +1.

Summary:
Structure (SMILES): C[N@H+]1C[C@]1(C)C=O
Lowest unoccupied orbital energy in eV: -3.778
HOMO energy in eV: -14.971
Gap between HOMO and LUMO in eV: 11.2
Total charge: +1

The geometry in XYZ format:
```
17
C5H10NO (ωB97M-V/def2-TZVPD)
C -0.852 1.702 0.139
N -0.072 0.671 0.699
C -0.678 -0.647 1.063
C 0.367 -0.534 0.067
C -0.130 -0.812 -1.601
C 1.924 -0.910 0.412
O 2.451 -0.335 1.318
H -1.707 1.214 -0.261
H -1.268 2.393 0.832
H -0.395 2.399 -0.503
H 0.678 1.060 1.288
H -1.602 -0.772 0.589
H -0.603 -1.189 1.954
H 0.466 -1.635 -1.958
H 0.168 0.193 -1.982
H -1.156 -1.163 -1.779
H 2.409 -1.636 -0.276
```

Here are the Mulliken charges for atoms 1 to 2, given in e:
1. C -0.983
2. N -0.030

***

#Q
DFT (ωB97M-V/def2-TZVPD) results for the ion C5H10NO with charge +1.

Summary:
Structure (SMILES): [NH3+]/C=C\CCC=O
Lowest unoccupied orbital energy in eV: -4.640
HOMO energy in eV: -13.103
Gap between HOMO and LUMO in eV: 8.5
Total charge: +1

The geometry in XYZ format:
```
17
C5H10NO (ωB97M-V/def2-TZVPD)
N -0.759 0.691 -2.186
C 0.526 1.106 -1.463
C 0.746 0.487 -0.244
C 0.069 0.682 1.149
C -0.067 -0.654 1.898
C 0.272 -1.881 1.022
O -0.041 -1.960 -0.122
H -0.618 -0.247 -2.563
H -1.640 0.728 -1.663
H -0.790 1.296 -2.994
H 1.217 1.661 -2.057
H 1.636 -0.235 -0.193
H 0.600 1.531 1.703
H -1.067 0.903 0.931
H 0.382 -0.672 2.909
H -1.221 -0.749 2.163
H 0.756 -2.688 1.711
```

Here are the Mulliken charges for atoms 1 to 2, given in e:
1. N -0.265
2. C -0.624

***

Energetically preferred structure: #P | next structure: +1.145 eV

***

#P
DFT (ωB97M-V/def2-TZVPD) results for an isolated molecule of C6H6O.

Summary:
Lowest unoccupied orbital energy (alpha / beta) in eV: -0.201 / -0.200
HOMO energy (alpha / beta) in eV: -7.778 / -7.779
Gap between HOMO and LUMO (alpha / beta) in eV: 7.6 / 7.6

The geometry in XYZ format:
```
13
C6H6O (ωB97M-V/def2-TZVPD)
O 0.537 -1.914 0.515
C 1.162 -0.050 0.047
C 0.133 0.578 -0.741
C -0.894 -0.613 -0.937
C -0.658 -1.720 -0.268
C -0.519 1.720 -0.098
C -1.035 2.660 0.448
H 0.291 -2.042 1.450
H 1.272 0.177 1.103
H 2.013 -0.510 -0.440
H 0.481 0.838 -1.745
H -1.271 -2.613 -0.257
H -1.511 3.490 0.923
```

Here are the Mulliken charges for atoms 1 to 2, given in e:
1. O -0.474
2. C -0.556

***

#Q
DFT (ωB97M-V/def2-TZVPD) results for an isolated molecule of C6H6O.

Summary:
Structure (SMILES): Oc1ccccc1
Lowest unoccupied orbital energy in eV: 0.954
HOMO energy in eV: -9.189
Gap between HOMO and LUMO in eV: 10.1

The geometry in XYZ format:
```
13
C6H6O (ωB97M-V/def2-TZVPD)
O 2.476 -0.379 0.115
C 1.092 -0.168 0.023
C 0.468 -0.215 -1.200
C -0.915 0.007 -1.208
C -1.643 0.137 -0.053
C -0.996 0.101 1.176
C 0.367 -0.061 1.222
H 2.935 0.464 0.127
H 1.008 -0.293 -2.134
H -1.414 0.072 -2.166
H -2.723 0.221 -0.076
H -1.606 0.313 2.046
H 0.950 -0.200 2.129
```

Here are the Mulliken charges for atoms 1 to 2, given in e:
1. O -0.522
2. C 0.142

***

Energetically preferred structure: #Q | next structure: +7.117 eV

***

#P
DFT (ωB97M-V/def2-TZVPD) results for a cluster of 2 separate species, C3H6N3 in total.

Summary:
Lowest unoccupied orbital energy (alpha / beta) in eV: -8.534 / -9.523
HOMO energy (alpha / beta) in eV: -13.966 / -13.291
Gap between HOMO and LUMO (alpha / beta) in eV: 5.4 / 3.8
Total charge: +1

The geometry in XYZ format:
```
12
C3H6N3 (ωB97M-V/def2-TZVPD)
C -1.382 -1.116 -1.822
C -1.242 -0.938 0.316
C 1.867 1.606 1.767
N -1.983 -1.259 -0.714
N -0.183 -0.586 -1.500
N -0.093 -0.421 -0.179
H -1.650 -1.384 -2.735
H -1.577 -0.890 1.348
H 2.361 1.724 2.717
H 2.566 1.851 1.068
H 0.778 1.602 1.885
H 0.538 -0.188 -2.152
```

Here are the Mulliken charges for atoms 1 to 2, given in e:
1. C -0.040
2. C -0.058

***

#Q
DFT (ωB97M-V/def2-TZVPD) results for the ion C3H6N3 with charge +1.

Summary:
Structure (SMILES): [H]/N=[NH+]/C=N\C=C
Lowest unoccupied orbital energy (alpha / beta) in eV: -6.965 / -6.258
HOMO energy (alpha / beta) in eV: -13.897 / -14.440
Gap between HOMO and LUMO (alpha / beta) in eV: 6.9 / 8.2
Total charge: +1

The geometry in XYZ format:
```
12
C3H6N3 (ωB97M-V/def2-TZVPD)
H -1.561 1.863 0.693
N -1.079 1.161 0.121
N -1.578 -0.016 -0.025
C -0.853 -1.180 -0.276
N 0.347 -1.244 0.042
C 1.239 -0.390 0.382
C 1.644 0.718 -0.356
H -2.473 -0.230 0.373
H -1.384 -2.051 -0.490
H 1.829 -0.579 1.335
H 2.578 1.058 -0.463
H 1.290 0.890 -1.338
```

Here are the Mulliken charges for atoms 1 to 2, given in e:
1. H 0.263
2. N -0.464

***

#R
DFT (ωB97M-V/def2-TZVPD) results for the ion C3H6N3 with charge +1.

Summary:
Structure (SMILES): C#[N+]/N=N/CC
Lowest unoccupied orbital energy in eV: -6.477
HOMO energy in eV: -15.337
Gap between HOMO and LUMO in eV: 8.9
Total charge: +1

The geometry in XYZ format:
```
12
C3H6N3 (ωB97M-V/def2-TZVPD)
C 3.173 -2.794 -0.230
N 2.220 -2.127 -0.197
N 1.101 -1.532 -0.461
N 0.903 -0.324 -0.284
C -0.366 0.192 -0.628
C -0.870 1.065 0.562
H 3.836 -3.587 -0.571
H -0.256 0.727 -1.503
H -1.082 -0.536 -0.921
H -0.819 0.399 1.332
H -0.158 1.921 0.706
H -1.969 1.406 0.379
```

Here are the Mulliken charges for atoms 1 to 2, given in e:
1. C 0.106
2. N 0.252

***

#S
DFT (ωB97M-V/def2-TZVPD) results for the ion C3H6N3 with charge +1.

Summary:
Lowest unoccupied orbital energy (alpha / beta) in eV: -7.285 / -7.299
HOMO energy (alpha / beta) in eV: -15.567 / -15.563
Gap between HOMO and LUMO (alpha / beta) in eV: 8.3 / 8.3
Total charge: +1

The geometry in XYZ format:
```
12
C3H6N3 (ωB97M-V/def2-TZVPD)
C 0.040 1.619 -1.611
C 0.751 1.306 0.435
C -0.072 -1.087 0.935
N 0.624 2.172 -0.596
N -0.274 0.360 -1.620
N 0.150 0.192 0.460
H -0.154 2.175 -2.631
H 1.344 1.560 1.261
H -1.097 -1.031 1.310
H 0.338 -1.702 0.136
H 0.429 -1.436 1.831
H -1.165 -0.075 -1.876
```

Here are the Mulliken charges for atoms 1 to 2, given in e:
1. C 0.176
2. C 0.104

***

Energetically preferred structure: #S | next structure: +0.472 eV

***

#P
DFT (ωB97M-V/def2-TZVPD) results for an isolated molecule of C3H8N2O2.

Summary:
Structure (SMILES): [NH3+]C(=O)NCC[O-]
Lowest unoccupied orbital energy in eV: 0.379
HOMO energy in eV: -8.900
Gap between HOMO and LUMO in eV: 9.3

The geometry in XYZ format:
```
15
C3H8N2O2 (ωB97M-V/def2-TZVPD)
N -1.377 1.036 -0.963
C -0.288 -0.083 -1.110
O -0.492 -0.947 -1.920
N 0.956 0.361 -0.619
C 1.382 -0.610 0.397
C 0.217 -0.661 1.420
O -0.954 -0.541 0.699
H -2.168 0.777 -1.552
H -1.084 1.994 -1.150
H -1.518 0.732 0.085
H 0.859 1.259 -0.152
H 2.342 -0.304 0.823
H 1.508 -1.574 -0.103
H 0.358 0.163 2.151
H 0.259 -1.602 1.993
```

Here are the Mulliken charges for atoms 1 to 2, given in e:
1. N -0.394
2. C 0.638

***

#Q
DFT (ωB97M-V/def2-TZVPD) results for an isolated molecule of C3H8N2O2.

Summary:
Lowest unoccupied orbital energy in eV: -4.125
HOMO energy in eV: -8.579
Gap between HOMO and LUMO in eV: 4.5

The geometry in XYZ format:
```
15
C3H8N2O2 (ωB97M-V/def2-TZVPD)
C -0.595 0.196 -0.917
N 0.437 0.978 -0.294
C 1.743 0.407 -0.087
O 1.752 0.116 1.426
O 1.811 -0.645 -0.841
C -1.151 -0.891 0.044
N -1.798 -0.191 1.070
H -0.380 -0.171 -1.915
H -1.420 0.909 -0.995
H 0.323 1.963 -0.492
H 2.602 1.083 -0.112
H -1.704 -1.621 -0.562
H -0.277 -1.496 0.326
H -2.178 -0.935 1.671
H 0.835 0.297 1.677
```

Here are the Mulliken charges for atoms 1 to 2, given in e:
1. C -0.519
2. N -0.191

***

Energetically preferred structure: #P | next structure: +5.412 eV

***

#P
DFT (ωB97M-V/def2-TZVPD) results for a cluster of 2 separate species, C3H8N2O2 in total.

Summary:
Lowest unoccupied orbital energy in eV: 0.640
HOMO energy in eV: -9.056
Gap between HOMO and LUMO in eV: 9.7

The geometry in XYZ format:
```
15
C3H8N2O2 (ωB97M-V/def2-TZVPD)
C 1.343 1.222 -1.320
N 1.104 -0.221 -1.215
C 0.670 -0.758 -0.075
N -0.192 -1.705 0.113
H 0.572 1.631 -1.969
H 2.337 1.428 -1.722
H 1.288 1.676 -0.336
H 0.801 -0.638 -2.081
H 0.945 -0.154 0.782
H -0.529 -2.233 -0.678
H -0.983 -1.378 0.948
O -1.434 0.997 0.946
C -1.841 0.304 1.881
O -1.703 -0.961 2.007
H -2.379 0.788 2.718
```

Here are the Mulliken charges for atoms 1 to 2, given in e:
1. C -0.750
2. N -0.221

***

#Q
DFT (ωB97M-V/def2-TZVPD) results for an isolated molecule of C3H8N2O2.

Summary:
Structure (SMILES): N[C@@H]1CN(O)[C@H]1O
Lowest unoccupied orbital energy in eV: 0.855
HOMO energy in eV: -9.552
Gap between HOMO and LUMO in eV: 10.4

The geometry in XYZ format:
```
15
C3H8N2O2 (ωB97M-V/def2-TZVPD)
N 1.487 0.422 -1.216
C 0.772 -0.350 -0.219
C -0.583 -0.942 -0.620
N -1.197 -0.197 0.492
O -2.354 0.646 0.357
C 0.004 0.564 0.767
O 0.376 0.418 2.222
H 2.270 0.859 -0.629
H 2.118 -0.336 -1.583
H 1.450 -1.172 0.125
H -0.882 -0.689 -1.708
H -0.707 -2.070 -0.439
H -2.304 1.238 -0.534
H 0.006 1.609 0.364
H -0.456 0.000 2.621
```

Here are the Mulliken charges for atoms 1 to 2, given in e:
1. N -0.862
2. C 0.363

***

Energetically preferred structure: #P | next structure: +3.275 eV

***

#P
DFT (ωB97M-V/def2-TZVPD) results for an isolated molecule of C3H8N2O2.

Summary:
Structure (SMILES): NCCNC(=O)O
Lowest unoccupied orbital energy in eV: 0.804
HOMO energy in eV: -9.848
Gap between HOMO and LUMO in eV: 10.7

The geometry in XYZ format:
```
15
C3H8N2O2 (ωB97M-V/def2-TZVPD)
N 1.392 -0.682 -1.813
C 0.155 -0.154 -1.188
C -0.134 -0.785 0.140
N -1.159 -0.011 0.881
C -0.743 0.959 1.751
O -1.073 2.130 1.707
O 0.452 0.667 2.364
H 1.336 -1.689 -1.924
H 1.295 -0.314 -2.756
H 0.252 0.954 -0.981
H -0.739 -0.170 -1.811
H 0.803 -0.889 0.665
H -0.556 -1.795 0.041
H -2.010 0.195 0.387
H 0.729 1.584 2.536
```

Here are the Mulliken charges for atoms 1 to 2, given in e:
1. N -0.627
2. C -0.338

***

#Q
DFT (ωB97M-V/def2-TZVPD) results for an isolated molecule of C3H8N2O2.

Summary:
Structure (SMILES): NC(=O)[C@H](N)CO
Lowest unoccupied orbital energy in eV: 0.553
HOMO energy in eV: -9.766
Gap between HOMO and LUMO in eV: 10.3

The geometry in XYZ format:
```
15
C3H8N2O2 (ωB97M-V/def2-TZVPD)
N -1.476 -0.161 1.360
C -1.201 -0.271 -0.030
O -2.077 -0.554 -0.800
C 0.201 0.232 -0.392
N 0.741 -0.791 -1.352
C 1.183 0.413 0.795
O 2.331 1.123 0.390
H -2.139 0.532 1.659
H -1.275 -0.851 2.058
H 0.059 1.191 -0.927
H 0.034 -1.511 -1.459
H 0.748 -0.251 -2.209
H 0.840 0.809 1.766
H 1.362 -0.651 0.988
H 2.430 1.087 -0.564
```

Here are the Mulliken charges for atoms 1 to 2, given in e:
1. N -0.358
2. C 0.023

***

#R
DFT (ωB97M-V/def2-TZVPD) results for an isolated molecule of C3H8N2O2.

Summary:
Structure (SMILES): NCCC(=O)ON
Lowest unoccupied orbital energy in eV: 0.928
HOMO energy in eV: -9.309
Gap between HOMO and LUMO in eV: 10.2

The geometry in XYZ format:
```
15
C3H8N2O2 (ωB97M-V/def2-TZVPD)
N 2.707 0.211 0.048
C 1.421 -0.382 -0.236
C 0.312 0.396 0.617
C -0.961 -0.195 0.131
O -1.229 -1.353 -0.075
O -1.925 0.807 -0.012
N -3.239 0.349 -0.237
H 2.974 0.065 1.015
H 3.407 -0.096 -0.617
H 1.243 -0.298 -1.311
H 1.365 -1.446 0.036
H 0.379 1.459 0.393
H 0.425 0.202 1.685
H -3.193 -0.645 -0.485
H -3.685 0.925 -0.951
```

Here are the Mulliken charges for atoms 1 to 2, given in e:
1. N -0.542
2. C -0.510

***

Energetically preferred structure: #P | next structure: +1.187 eV